This record from the OMol25 dataset describes a structure of composition C2H2INS2 in a non-equilibrium geometry. The level of theory is wB97M-V/def2-TZVPD.

- expectation value of S² = 2.037
- E_tot (Eh) = -1225.99474
- F_max (eV Å⁻¹) = 2.9
- 2S+1 = 3
- ΔE to the lowest compared entry with this formula, charge and spin (kJ/mol) = 406.7

Element x y z (Å)
C  0.5202  -0.6772  0.8122
C  -1.6060  0.1826  -0.0269
N  2.5251  -0.8639  -0.6124
S  -0.7832  -1.5066  0.1260
S  -0.0196  1.0032  0.6648
I  3.4451  0.7941  -0.6587
H  -1.7410  0.6148  -0.9803
H  -2.3407  0.4529  0.6752

---

This record from the OMol25 dataset describes the ion C4H10N3 with charge +1. The level of theory is wB97M-V/def2-TZVPD.

- E_tot (Eh) = -322.46057
- SMILES string = [H]/N=C/[C@H](C)C(N)=[NH2+]
- F_max (eV Å⁻¹) = 0.8
- net charge = +1
- ΔE to the lowest compared entry with this formula, charge and spin (kJ/mol) = 0.0

Element x y z (Å)
H  3.2725  -0.2661  0.5584
N  2.3447  -0.4353  0.1854
C  1.5682  0.5421  0.1088
C  0.1740  0.3727  -0.4581
C  -0.7398  1.5343  -0.0662
C  -0.3704  -0.9892  -0.1245
N  -1.6094  -1.1145  0.2957
N  0.4209  -2.0174  -0.2716
H  1.8169  1.5583  0.4013
H  0.3080  0.3966  -1.5498
H  -0.9366  1.5375  1.0031
H  -1.6774  1.5019  -0.6155
H  -0.2566  2.4745  -0.3208
H  -1.9994  -2.0208  0.5153
H  -2.2200  -0.3147  0.3758
H  0.1190  -2.9507  -0.0289
H  1.4374  -1.7823  -0.3087

---

This record from the OMol25 dataset describes a cluster of 16 separate species, C49H92Cl30IN4O in total in a non-equilibrium geometry. The level of theory is wB97M-V/def2-TZVPD.

- E_tot (Eh) = -16319.83001
- F_max (eV Å⁻¹) = 2.1
- net charge = +1

Element x y z (Å)
C  -3.2054  -2.0992  -0.1425
C  -1.8217  -1.6027  0.1970
N  -1.3137  -1.7059  1.3588
C  -1.0062  -0.9889  -0.9107
C  -0.3382  0.3558  -0.5450
C  -0.1547  1.1796  -1.8478
C  0.9967  0.6990  -2.7621
C  0.5375  -0.2392  -3.9052
C  0.7100  -1.7026  -3.5484
C  1.8527  -2.1472  -2.9419
C  1.9822  -3.4510  -2.5735
C  0.9684  -4.3409  -2.7906
C  -0.1568  -3.8964  -3.4202
C  -0.2970  -2.5949  -3.7911
C  -1.1375  1.2258  0.4224
N  -0.3610  2.3807  0.9122
C  0.8629  1.9490  1.6287
C  0.5665  1.1888  2.9601
C  1.3710  1.6683  4.1960
O  0.3860  1.7827  5.2364
C  2.3746  0.5674  4.6645
N  3.7048  1.1843  4.8990
C  1.6965  1.1878  0.6047
I  3.6659  0.6848  1.2926
N  0.9580  0.0059  0.1198
H  -3.8672  -1.2284  -0.1852
H  -3.5683  -2.8780  0.5239
H  -3.1687  -2.4867  -1.1677
H  -1.9680  -2.1339  2.0110
H  -0.1985  -1.7063  -1.1126
H  -1.5778  -0.9444  -1.8337
H  -1.0822  1.0411  -2.4068
H  -0.1015  2.2531  -1.6635
H  1.3829  1.5900  -3.2650
H  1.8450  0.2710  -2.2281
H  1.1588  -0.0417  -4.7815
H  -0.4832  -0.0046  -4.2140
H  2.6472  -1.4336  -2.7517
H  2.8963  -3.7632  -2.0805
H  1.1061  -5.3666  -2.4457
H  -0.9531  -4.6110  -3.5792
H  -1.2250  -2.2966  -4.2665
H  -1.9793  1.6470  -0.1355
H  -1.5302  0.6917  1.2933
H  -0.9255  2.8915  1.5911
H  1.3926  2.8680  1.8902
H  0.6686  0.0988  2.8992
H  -0.4807  1.3778  3.1898
H  1.8816  2.6168  4.0185
H  0.8039  1.6383  6.0907
H  2.5284  -0.1899  3.8975
H  2.0013  0.0507  5.5547
H  3.8361  1.3599  5.8864
H  4.4237  0.5626  4.5541
H  1.8661  1.8487  -0.2429
H  0.6966  -0.5485  0.9573
H  1.5346  -0.6337  -0.4379
Cl  -1.3590  5.6676  3.4655
C  -3.0861  5.2446  3.6450
C  -3.2493  3.8572  4.1930
Cl  -2.7218  2.6295  3.0022
H  -3.5700  5.3501  2.6765
H  -3.5272  5.9720  4.3262
H  -4.2973  3.6604  4.4167
H  -2.6753  3.7133  5.1036
Cl  3.2782  -1.4804  -6.7491
C  4.1670  -3.0228  -6.7679
C  4.1184  -3.7275  -5.4391
Cl  5.0535  -2.8702  -4.1771
H  5.1898  -2.8155  -7.0736
H  3.7004  -3.6459  -7.5293
H  4.5567  -4.7187  -5.5371
H  3.0964  -3.8382  -5.0803
Cl  -5.7632  5.0026  1.8458
C  -5.9015  4.1442  0.2897
C  -4.5526  3.8183  -0.2972
Cl  -3.6827  5.2762  -0.8375
H  -6.4959  4.7594  -0.3822
H  -6.4466  3.2227  0.4838
H  -4.6777  3.1805  -1.1721
H  -3.9219  3.2972  0.4208
Cl  -0.5783  -7.3491  -3.3234
C  -0.5517  -8.2233  -4.8880
C  0.8325  -8.3061  -5.4821
Cl  1.4564  -6.7257  -6.0219
H  -1.2435  -7.7184  -5.5590
H  -0.9260  -9.2262  -4.6953
H  0.8156  -8.9536  -6.3579
H  1.5432  -8.7088  -4.7691
Cl  1.4389  -7.1337  -1.1545
C  2.6557  -8.3621  -0.6780
C  3.2668  -9.0718  -1.8562
Cl  2.1070  -10.1561  -2.6674
H  2.1763  -9.0613  0.0027
H  3.4307  -7.8285  -0.1300
H  4.0902  -9.6982  -1.5155
H  3.6533  -8.3696  -2.5934
Cl  -2.5381  4.3136  7.5159
C  -2.6161  2.9309  8.6354
C  -3.3333  1.7561  8.0208
Cl  -5.0678  2.0823  7.7909
H  -3.0992  3.2683  9.5491
H  -1.5910  2.6514  8.8748
H  -3.2513  0.8905  8.6769
H  -2.9114  1.4929  7.0528
Cl  3.2284  9.0546  0.8662
C  1.5009  8.6413  1.0395
C  1.3033  7.2561  1.5944
Cl  1.7979  5.9851  0.4349
H  1.0282  8.7560  0.0667
H  1.0666  9.3729  1.7194
H  0.2490  7.0913  1.8104
H  1.8686  7.1132  2.5134
Cl  -4.5760  -0.0457  -3.3935
C  -6.0642  -0.6986  -2.6551
C  -6.6950  0.2783  -1.6960
Cl  -5.6920  0.5052  -0.2379
H  -5.8116  -1.6347  -2.1624
H  -6.7552  -0.9145  -3.4681
H  -7.6614  -0.0985  -1.3656
H  -6.8472  1.2520  -2.1561
Cl  6.1281  9.8854  -0.0312
C  5.9694  9.0646  -1.6037
C  7.3084  8.7411  -2.2160
Cl  8.1831  10.2037  -2.7336
H  5.3752  9.7006  -2.2554
H  5.4136  8.1445  -1.4240
H  7.1659  8.1259  -3.1034
H  7.9433  8.1979  -1.5200
Cl  0.2361  -14.9651  -2.7724
C  -0.9425  -13.7339  -2.2578
C  -1.4437  -12.9087  -3.4151
Cl  -0.1719  -11.8488  -4.0804
H  -0.4712  -13.1122  -1.5000
H  -1.7757  -14.2638  -1.7986
H  -2.2543  -12.2618  -3.0823
H  -1.8154  -13.5353  -4.2220
Cl  -5.5686  8.3435  -4.4167
C  -4.1785  7.2714  -4.1148
C  -4.1925  6.0576  -5.0080
Cl  -5.5242  4.9414  -4.6047
H  -4.1904  6.9923  -3.0645
H  -3.2794  7.8559  -4.3057
H  -3.2645  5.5006  -4.8869
H  -4.2919  6.3336  -6.0549
Cl  2.6871  -6.9514  2.6359
C  1.5478  -5.6877  3.1686
C  1.0640  -4.8329  2.0214
Cl  2.3553  -3.7964  1.3538
H  2.0412  -5.0919  3.9328
H  0.7024  -6.1989  3.6265
H  0.2739  -4.1678  2.3683
H  0.6704  -5.4415  1.2099
Cl  7.2173  -5.0201  -5.5239
C  7.3411  -6.3572  -4.3621
C  6.8497  -7.6388  -4.9664
Cl  5.0854  -7.5696  -5.2460
H  6.7694  -6.0905  -3.4753
H  8.3883  -6.4472  -4.0774
H  7.0410  -8.4704  -4.2896
H  7.3379  -7.8515  -5.9141
Cl  2.6531  7.7444  4.7043
C  4.3442  8.1642  4.3071
C  5.1349  8.5472  5.5314
Cl  4.5953  10.0982  6.2204
H  4.3266  8.9656  3.5732
H  4.7874  7.2849  3.8415
H  6.1843  8.6649  5.2655
H  5.0603  7.7898  6.3083
Cl  -6.7826  4.5340  5.8155
C  -8.3005  4.1236  6.6558
C  -8.7498  5.2232  7.5831
Cl  -7.6669  5.3984  8.9862
H  -8.1467  3.1887  7.1902
H  -9.0534  3.9584  5.8865
H  -9.7403  4.9920  7.9721
H  -8.7970  6.1814  7.0713

---

This record from the OMol25 dataset describes a structure of composition C8H10N2SZn in a non-equilibrium geometry. The level of theory is wB97M-V/def2-TZVPD.

- E_tot (Eh) = -2597.58747
- F_max (eV Å⁻¹) = 5.7
- net charge = -2
- ΔE to the lowest compared entry with this formula, charge and spin (kJ/mol) = 98.0

Element x y z (Å)
C  -0.4718  1.1129  -2.2625
C  0.9214  1.1177  -1.9496
C  1.0713  1.5596  -0.6019
C  -0.2317  1.8100  -0.0721
C  -1.1961  1.4787  -1.0853
Zn  -0.2996  -0.6706  -0.1149
N  -3.9509  -0.1089  0.0703
C  0.4772  -2.3720  -0.4789
C  1.7992  -1.9485  -0.5059
H  2.0093  1.7182  -0.0725
H  1.7287  0.8669  -2.6264
H  -0.4585  2.2720  0.8879
H  -2.2663  1.6361  -1.0025
H  -0.9040  0.9371  -3.2398
H  2.3131  -1.6313  -1.3463
H  -0.0040  -2.7133  0.4164
H  -3.1281  -0.8296  0.1427
H  2.4721  -1.8350  0.3784
H  -0.2731  -2.1362  -1.1779
S  0.2220  0.1893  4.4454
C  0.1398  -0.1063  2.9000
N  0.0299  -0.3470  1.7270

---

The lowest E_tot belongs to which entry?
C49H92Cl30IN4O

---

Which of these has the highest E_tot?
C4H10N3